# 1
Molecular formula: C5H7ClS
Method: DFT, wB97M-V/def2-TZVPD

E_tot (Ha): -1053.029523
Charge: 0
HOMO energy (Eh): -0.3190
HOMO-LUMO gap (hartree): 0.2900
ΔE to the lowest compared entry with this formula, charge and spin (eV): 1.1995
SMILES: CC(C)=CC(=S)Cl
LUMO level (eV): -0.79

Cartesian coordinates (Å):
C: 0.857186 -0.577621 -0.291911
C: -0.062258 0.378684 0.125383
C: 0.768616 -2.029922 -0.769422
C: 0.462649 1.755502 0.439408
C: -1.479770 0.089108 0.185139
S: 2.111413 -2.911355 -0.397584
Cl: -0.596161 -2.906039 -1.316792
H: 1.908646 -0.364643 -0.264596
H: -0.193772 2.553439 -0.151278
H: 0.331671 2.118812 1.497055
H: 1.496886 1.731090 0.295418
H: -2.028257 0.958085 -0.029241
H: -1.822551 -0.636854 -0.488237
H: -1.754299 -0.158286 1.166657

Atoms 1-3, force components in eV/Å:
C -1.9 0.3 -0.4
C 2.9 -2.0 -1.3
C 1.6 0.6 2.4

***

# 2
Molecular formula: C3H3Cl3O3S
Method: DFT, wB97M-V/def2-TZVPD

E_tot (Ha): -2120.549733
Charge: 0
HOMO energy (Eh): -0.4170
HOMO-LUMO gap (hartree): 0.4167
ΔE to the lowest compared entry with this formula, charge and spin (eV): 0.4381
LUMO level (eV): -0.01

Cartesian coordinates (Å):
O: -1.373744 -1.870673 2.892589
O: 1.058061 -1.431648 2.395678
Cl: 1.707983 0.550636 -0.227116
Cl: -0.198143 0.122021 -2.303782
Cl: -0.479251 2.646101 -0.734987
O: -0.651454 -1.269540 0.453595
C: 0.025054 0.858222 -0.691654
C: -0.901849 0.168547 0.319457
C: -0.722478 0.519798 1.854060
S: -0.351482 -1.189351 2.062757
H: -1.928776 0.367373 -0.001063
H: 0.058722 1.219418 2.139481
H: -1.628984 0.884267 2.351956

Atoms 1-3, force components in eV/Å:
O 2.1 1.3 -2.5
O -2.6 0.3 -1.1
Cl -0.3 0.7 0.0

***

# 3
Molecular formula: C36H41N2OSi
Method: DFT, wB97M-V/def2-TZVPD

E_tot (Ha): -1870.431949
Charge: +1
HOMO energy (Eh): -0.3998
HOMO-LUMO gap (hartree): 0.2248
LUMO level (eV): -4.76

Cartesian coordinates (Å):
C: -3.102896 4.061835 -1.258256
N: -1.846022 3.763863 -0.593093
C: -1.674595 2.748876 0.282017
C: -0.320759 2.734902 0.735272
C: 0.461053 1.744084 1.333467
C: 1.437614 2.068435 2.388482
C: 2.832842 2.046092 2.140270
C: 3.765823 2.444683 3.098294
C: 3.337096 2.935123 4.333872
C: 1.965214 2.970521 4.612843
C: 1.034415 2.516023 3.679837
C: 0.279597 3.951579 0.182872
C: 1.508399 4.570839 0.351527
C: 1.828942 5.649814 -0.482019
C: 0.923626 6.098152 -1.453199
C: -0.369434 5.560588 -1.539332
C: -0.664821 4.502194 -0.698269
H: -2.904139 4.764502 -2.069988
H: -3.545537 3.131950 -1.646265
H: -3.816276 4.522471 -0.558804
H: -2.529701 2.156718 0.597974
H: 0.229948 0.708565 1.095994
H: 3.173413 1.774803 1.139466
H: 4.827684 2.376700 2.856687
H: 4.059777 3.304465 5.059467
H: 1.620716 3.340382 5.577326
H: -0.036317 2.516540 3.906255
H: 2.174663 4.221456 1.136295
H: 2.808438 6.115225 -0.390861
H: 1.222712 6.898339 -2.124840
H: -1.140247 5.937520 -2.208647
C: -2.797410 -0.222903 1.276786
Si: -2.649026 -1.161192 -0.331221
C: -3.713381 -2.681993 -0.300818
C: -2.917244 -0.086007 -1.832179
O: -1.045410 -1.548621 -0.278607
C: 0.040868 -2.372572 -0.631590
C: 0.351947 -3.341977 0.514921
C: 0.038824 -2.974386 1.823910
C: 0.181511 -3.912590 2.851570
C: 0.605620 -5.211160 2.553945
C: 1.022019 -5.540841 1.261203
C: 0.971449 -4.573620 0.257341
C: -0.347299 -3.090889 -1.944964
C: -0.952471 -4.354828 -1.924649
C: -1.430531 -4.921209 -3.109707
C: -1.550073 -4.123323 -4.244438
C: -1.034528 -2.824368 -4.248783
C: -0.332032 -2.352068 -3.132982
C: 1.280859 -1.454420 -0.808184
C: 2.432337 -1.502740 0.223331
C: 3.281973 -0.302377 -0.209890
C: 2.322367 0.593171 -1.038503
N: 1.018074 -0.052898 -0.860507
H: -3.760665 0.301444 1.322941
H: -2.753355 -0.931410 2.113716
H: -1.997681 0.513649 1.428371
H: -4.722114 -2.404175 0.043399
H: -3.807625 -3.158505 -1.284967
H: -3.305459 -3.420361 0.402821
H: -3.941990 0.314041 -1.828746
H: -2.226023 0.767436 -1.843248
H: -2.784616 -0.645137 -2.768186
H: -0.332187 -1.966197 2.029509
H: -0.045300 -3.613640 3.876889
H: 0.638921 -5.966162 3.338808
H: 1.379687 -6.540694 1.012072
H: 1.353832 -4.784310 -0.744643
H: -1.058488 -4.906097 -0.989661
H: -1.736900 -5.967419 -3.113800
H: -2.057677 -4.509668 -5.124784
H: -1.172574 -2.168151 -5.109230
H: 0.182108 -1.388153 -3.152691
H: 1.758997 -1.760359 -1.756901
H: 2.033513 -1.377107 1.244511
H: 2.954880 -2.464505 0.149461
H: 3.772987 0.191831 0.635685
H: 4.073771 -0.652397 -0.883875
H: 2.296722 1.646399 -0.745622
H: 2.646951 0.526024 -2.097176
H: 0.290613 0.240195 -1.505282

Atoms 1-3, force components in eV/Å:
C -0.5 0.1 0.0
N 0.0 -1.3 1.5
C 0.1 0.5 -1.7

***

# 4
Molecular formula: C14H26BN2PRe
Method: DFT, wB97M-V/def2-TZVPD

E_tot (Ha): -1102.193940
Charge: +2
Multiplicity: 4
HOMO energy (spin up / spin down) (Eh): -0.5295 / -0.5628
HOMO-LUMO gap (spin up / spin down) (hartree): 0.2498 / 0.2169
ΔE to the lowest compared entry with this formula, charge and spin (eV): 0.3896
LUMO level (spin up / spin down) (eV): -7.61 / -9.41

Cartesian coordinates (Å):
C: 3.490363 -1.028395 0.836909
C: 2.922338 0.141232 1.345674
C: 1.639911 0.551081 0.958206
C: 0.875774 -0.436483 0.297984
C: 1.414795 -1.754002 -0.106752
C: 2.823814 -1.928668 0.031002
C: 1.124656 1.801460 1.659065
C: 0.466679 3.031511 0.947783
N: 0.292344 3.055844 -0.471171
Re: -0.493618 -1.703072 0.889313
C: 0.778926 -2.656219 -1.152945
P: -1.011048 -2.116459 -1.245362
H: 3.475209 0.777929 2.048303
H: 3.320722 -2.777206 -0.459726
H: 4.524453 -1.220329 1.081223
H: 0.865211 -3.740564 -0.952379
H: 1.178171 -2.509113 -2.181422
H: 0.395837 1.515907 2.436948
H: 2.017814 2.228443 2.146132
H: -0.532689 3.220915 1.377246
C: -1.946541 -3.549142 -1.869737
C: -0.785813 -1.039884 -2.709993
H: 1.051782 3.936850 1.209181
C: 1.349714 2.714808 -1.407345
C: -1.062438 2.879092 -0.990062
H: -1.138300 -3.056545 1.779698
H: 1.646515 3.634936 -1.947417
H: 2.252855 2.318325 -0.935571
H: 0.968587 2.002722 -2.157099
H: -1.090899 3.257614 -2.018687
H: -1.368380 1.822306 -0.996135
H: -1.773800 3.433461 -0.387163
H: -0.615690 -1.637306 -3.617035
H: -1.672800 -0.414909 -2.809425
H: 0.075342 -0.392217 -2.548160
H: -1.387363 -4.116448 -2.625909
H: -2.202501 -4.218351 -1.042165
H: -2.869581 -3.167238 -2.317651
H: -1.460614 -3.186044 1.014078
B: -3.215572 1.066154 3.115515
C: -2.381026 0.123123 2.324451
N: -1.696133 -0.627535 1.724573
H: -3.582050 1.801152 2.234856
H: -2.548824 1.587800 3.992024
H: -4.116133 0.373464 3.499149

Atoms 1-3, force components in eV/Å:
C 0.9 -0.1 0.1
C -0.1 0.3 -0.7
C 0.0 -0.9 0.3